The following is a DFT calculation (ωB97M-V/def2-TZVPD) of 15 unconnected molecules or ions with the total composition C90H200N10O15 at a distorted geometry.

Each atom is followed by the atoms it is bonded to, with distances in Å.
CARTESIAN COORDINATES (ANGSTROEM)
1 O 1.538 4.380 -3.145  H2 0.964, H3 0.981
2 H 1.850 3.989 -3.969  O1 0.964
3 H 1.006 5.161 -3.409  O1 0.981
4 O -2.094 5.214 3.222  H5 0.952, H6 0.987
5 H -2.415 6.054 2.912  O4 0.952
6 H -2.702 4.832 3.899  O4 0.987
7 O 0.263 4.006 3.983  H8 0.964, H9 0.974
8 H -0.469 4.564 3.697  O7 0.964
9 H 1.052 4.338 3.519  O7 0.974
10 O -2.166 -0.918 3.640  H11 0.946, H12 0.956
11 H -1.896 -0.954 2.734  O10 0.946
12 H -1.499 -1.406 4.121  O10 0.956
13 O 0.160 1.259 4.323  H14 0.954, H15 0.975
14 H -0.743 0.959 4.267  O13 0.954
15 H 0.195 2.232 4.374  O13 0.975
16 C -4.548 3.748 7.662  C17 1.509, H27 1.054, H28 1.083, H29 1.088
17 C -3.655 3.701 6.447  C16 1.509, C18 1.528, N22 1.489, C26 1.483
18 C -3.188 2.280 6.137  C17 1.528, C19 1.508, H30 1.081, H31 1.089
19 C -4.303 1.396 5.637  C18 1.508, C20 1.521, H32 1.090, H33 1.090
20 C -4.743 2.013 4.318  C19 1.521, C21 1.512, H34 1.143, H35 1.046
21 C -5.269 3.425 4.442  C20 1.512, N22 1.507, C24 1.504, C25 1.561
22 N -4.257 4.246 5.199  C17 1.489, C21 1.507, O23 1.414
23 O -4.660 5.591 5.361  N22 1.414, H45 0.970
24 C -5.450 4.110 3.115  C21 1.504, H36 1.064, H37 1.124, H38 1.055
25 C -6.619 3.450 5.225  C21 1.561, H39 1.105, H40 1.086, H41 1.111
26 C -2.395 4.432 6.725  C17 1.483, H42 1.117, H43 1.042, H44 1.097
27 H -5.354 3.116 7.412  C16 1.054
28 H -4.873 4.766 7.837  C16 1.083
29 H -3.952 3.339 8.475  C16 1.088
30 H -2.419 2.229 5.378  C18 1.081
31 H -2.735 1.779 6.991  C18 1.089
32 H -5.139 1.358 6.335  C19 1.090
33 H -3.946 0.371 5.537  C19 1.090
34 H -5.572 1.410 3.810  C20 1.143
35 H -3.927 1.988 3.665  C20 1.046
36 H -4.618 3.844 2.508  C24 1.064
37 H -6.397 3.904 2.547  C24 1.124
38 H -5.561 5.143 3.296  C24 1.055
39 H -6.971 4.497 5.225  C25 1.105
40 H -7.381 2.879 4.701  C25 1.086
41 H -6.679 3.071 6.268  C25 1.111
42 H -2.479 5.515 6.985  C26 1.117
43 H -1.854 4.333 5.840  C26 1.042
44 H -1.825 3.922 7.512  C26 1.097
45 H -5.525 5.595 5.801  O23 0.970
46 C 6.730 0.100 4.770  C47 1.590, H57 1.128, H58 1.093, H59 1.114
47 C 5.765 0.249 3.515  C46 1.590, C48 1.529, N52 1.535, C56 1.508
48 C 4.438 -0.501 3.638  C47 1.529, C49 1.529, H60 1.098, H61 1.061
49 C 3.412 0.239 4.496  C48 1.529, C50 1.549, H62 1.069, H63 1.118
50 C 3.157 1.716 4.105  C49 1.549, C51 1.504, H64 1.120, H65 1.072
51 C 4.460 2.467 4.070  C50 1.504, N52 1.485, C54 1.560, C55 1.569
52 N 5.388 1.703 3.199  C47 1.535, C51 1.485, O53 1.428
53 O 6.632 2.395 3.091  N52 1.428, H75 0.985
54 C 4.242 3.833 3.349  C51 1.560, H66 1.078, H67 1.062, H68 1.090
55 C 5.007 2.656 5.528  C51 1.569, H69 1.086, H70 1.086, H71 1.040
56 C 6.495 -0.333 2.331  C47 1.508, H72 1.150, H73 1.110, H74 1.153
57 H 7.273 -0.882 4.642  C46 1.128
58 H 6.218 0.244 5.724  C46 1.093
59 H 7.349 1.012 4.607  C46 1.114
60 H 4.035 -0.617 2.623  C48 1.098
61 H 4.513 -1.509 3.961  C48 1.061
62 H 3.782 0.169 5.497  C49 1.069
63 H 2.429 -0.291 4.463  C49 1.118
64 H 2.504 2.293 4.808  C50 1.120
65 H 2.668 1.806 3.156  C50 1.072
66 H 5.188 4.344 3.257  C54 1.078
67 H 3.720 3.678 2.438  C54 1.062
68 H 3.607 4.511 3.919  C54 1.090
69 H 4.357 3.354 6.048  C55 1.086
70 H 5.073 1.728 6.090  C55 1.086
71 H 5.904 3.183 5.521  C55 1.040
72 H 6.072 -0.009 1.312  C56 1.150
73 H 6.477 -1.443 2.355  C56 1.110
74 H 7.596 0.007 2.352  C56 1.153
75 H 6.730 2.524 2.119  O53 0.985
76 C -5.607 -1.824 4.305  C77 1.548, H87 1.084, H88 1.083, H89 1.114
77 C -5.949 -2.525 2.967  C76 1.548, C78 1.567, N82 1.502, C86 1.545
78 C -6.944 -1.704 2.077  C77 1.567, C79 1.522, H90 1.095, H91 1.104
79 C -7.132 -2.201 0.651  C78 1.522, C80 1.618, H92 1.069, H93 1.109
80 C -5.660 -2.334 -0.007  C79 1.618, C81 1.575, H94 1.091, H95 1.061
81 C -4.692 -3.240 0.842  C80 1.575, N82 1.485, C84 1.593, C85 1.547
82 N -4.662 -2.646 2.202  C77 1.502, C81 1.485, O83 1.453
83 O -3.922 -3.627 2.976  N82 1.453, H105 1.012
84 C -5.187 -4.740 0.630  C81 1.593, H96 1.059, H97 1.094, H98 1.129
85 C -3.229 -3.200 0.342  C81 1.547, H99 1.079, H100 1.076, H101 1.090
86 C -6.624 -3.852 3.377  C77 1.545, H102 1.092, H103 1.082, H104 1.132
87 H -6.489 -1.727 4.927  C76 1.084
88 H -5.198 -0.833 4.158  C76 1.083
89 H -4.986 -2.427 5.007  C76 1.114
90 H -7.898 -1.737 2.613  C78 1.095
91 H -6.570 -0.666 2.066  C78 1.104
92 H -7.694 -1.557 0.010  C79 1.069
93 H -7.656 -3.178 0.661  C79 1.109
94 H -5.176 -1.389 -0.258  C80 1.091
95 H -5.767 -2.862 -0.921  C80 1.061
96 H -6.232 -4.754 0.803  C84 1.059
97 H -4.962 -5.048 -0.395  C84 1.094
98 H -4.664 -5.406 1.376  C84 1.129
99 H -2.713 -2.267 0.509  C85 1.079
100 H -2.651 -3.957 0.841  C85 1.076
101 H -3.246 -3.352 -0.737  C85 1.090
102 H -7.034 -4.586 2.680  C86 1.092
103 H -7.478 -3.581 3.984  C86 1.082
104 H -5.913 -4.428 4.044  C86 1.132
105 H -3.140 -3.053 3.267  O83 1.012
106 C 8.583 1.833 -0.794  C107 1.557, H117 1.122, H118 1.085, H119 1.100
107 C 8.640 3.368 -1.051  C106 1.557, C108 1.537, N112 1.530, C116 1.546
108 C 8.357 3.660 -2.534  C107 1.537, C109 1.541, H120 1.161, H121 1.107
109 C 6.878 3.416 -2.891  C108 1.541, C110 1.522, H122 1.123, H123 1.127
110 C 5.997 4.363 -2.088  C109 1.522, C111 1.570, H124 1.096, H125 1.103
111 C 6.170 4.051 -0.559  C110 1.570, N112 1.462, C114 1.578, C115 1.489
112 N 7.597 4.153 -0.255  C107 1.530, C111 1.462, O113 1.456
113 O 7.821 3.749 1.126  N112 1.456, H135 0.974
114 C 5.442 5.207 0.232  C111 1.578, H126 1.102, H127 1.099, H128 1.068
115 C 5.486 2.754 -0.305  C111 1.489, H129 1.095, H130 1.071, H131 1.070
116 C 10.075 3.855 -0.743  C107 1.546, H132 1.058, H133 1.107, H134 1.060
117 H 8.483 1.516 0.278  C106 1.122
118 H 9.536 1.458 -1.150  C106 1.085
119 H 7.889 1.247 -1.414  C106 1.100
120 H 8.642 4.763 -2.753  C108 1.161
121 H 8.953 3.051 -3.242  C108 1.107
122 H 6.632 2.338 -2.699  C109 1.123
123 H 6.682 3.458 -4.000  C109 1.127
124 H 4.954 4.104 -2.302  C110 1.096
125 H 6.224 5.418 -2.316  C110 1.103
126 H 5.763 6.171 -0.195  C114 1.102
127 H 4.347 5.157 0.151  C114 1.099
128 H 5.748 5.110 1.251  C114 1.068
129 H 5.521 2.606 0.779  C115 1.095
130 H 4.449 2.786 -0.569  C115 1.071
131 H 5.876 1.897 -0.814  C115 1.070
132 H 10.289 3.333 0.152  C116 1.058
133 H 9.929 4.936 -0.557  C116 1.107
134 H 10.756 3.639 -1.527  C116 1.060
135 H 7.871 4.624 1.551  O113 0.974
136 C -0.358 -3.937 2.730  C137 1.524, H147 1.104, H148 1.097, H149 1.065
137 C 0.253 -3.908 4.126  C136 1.524, C138 1.560, N142 1.560, C146 1.522
138 C 1.656 -3.225 4.132  C137 1.560, C139 1.480, H150 1.154, H151 1.119
139 C 2.133 -2.812 5.470  C138 1.480, C140 1.542, H152 1.074, H153 1.163
140 C 1.035 -1.961 6.140  C139 1.542, C141 1.496, H154 1.082, H155 1.084
141 C -0.259 -2.667 6.395  C140 1.496, N142 1.474, C144 1.567, C145 1.550
142 N -0.718 -3.147 5.080  C137 1.560, C141 1.474, O143 1.403
143 O -1.946 -3.825 5.111  N142 1.403, H165 0.962
144 C -0.118 -3.755 7.514  C141 1.567, H156 1.091, H157 1.075, H158 1.129
145 C -1.280 -1.624 6.916  C141 1.550, H159 1.089, H160 1.112, H161 1.082
146 C 0.472 -5.293 4.718  C137 1.522, H162 1.096, H163 1.133, H164 1.050
147 H -1.271 -3.318 2.683  C136 1.104
148 H -0.594 -4.953 2.391  C136 1.097
149 H 0.369 -3.525 2.070  C136 1.065
150 H 2.388 -3.853 3.499  C138 1.154
151 H 1.468 -2.293 3.543  C138 1.119
152 H 3.098 -2.344 5.445  C139 1.074
153 H 2.407 -3.718 6.147  C139 1.163
154 H 0.828 -1.113 5.501  C140 1.082
155 H 1.420 -1.575 7.077  C140 1.084
156 H 0.596 -4.500 7.157  C144 1.091
157 H 0.295 -3.175 8.318  C144 1.075
158 H -1.045 -4.287 7.877  C144 1.129
159 H -1.135 -1.324 7.953  C145 1.089
160 H -1.432 -0.765 6.226  C145 1.112
161 H -2.252 -2.099 6.875  C145 1.082
162 H 0.966 -5.904 3.954  C146 1.096
163 H -0.529 -5.770 4.948  C146 1.133
164 H 1.114 -5.271 5.549  C146 1.050
165 H -1.775 -4.655 5.566  O143 0.962
166 C 2.155 0.883 -4.113  C167 1.533, H177 1.124, H178 1.106, H179 1.088
167 C 2.792 1.228 -5.464  C166 1.533, C168 1.480, N172 1.503, C176 1.492
168 C 2.954 -0.077 -6.144  C167 1.480, C169 1.581, H180 1.103, H181 1.137
169 C 1.622 -0.747 -6.669  C168 1.581, C170 1.556, H182 1.147, H183 1.131
170 C 1.098 0.340 -7.650  C169 1.556, C171 1.546, H184 1.076, H185 1.100
171 C 0.838 1.739 -7.046  C170 1.546, N172 1.454, C174 1.540, C175 1.525
172 N 2.058 2.166 -6.381  C167 1.503, C171 1.454, O173 1.428
173 O 1.808 3.409 -5.723  N172 1.428, H195 0.968
174 C 0.450 2.787 -8.105  C171 1.540, H186 1.071, H187 1.089, H188 1.077
175 C -0.350 1.621 -6.097  C171 1.525, H189 1.134, H190 1.084, H191 1.115
176 C 4.143 1.807 -5.210  C167 1.492, H192 1.102, H193 1.101, H194 1.089
177 H 2.854 0.091 -3.731  C166 1.124
178 H 1.131 0.462 -4.131  C166 1.106
179 H 2.117 1.676 -3.370  C166 1.088
180 H 3.619 0.115 -7.002  C168 1.103
181 H 3.595 -0.800 -5.544  C168 1.137
182 H 0.886 -0.847 -5.794  C169 1.147
183 H 1.833 -1.765 -7.114  C169 1.131
184 H 0.222 -0.075 -8.115  C170 1.076
185 H 1.943 0.529 -8.329  C170 1.100
186 H 1.256 2.998 -8.780  C174 1.071
187 H -0.502 2.628 -8.608  C174 1.089
188 H 0.247 3.717 -7.603  C174 1.077
189 H -0.382 2.523 -5.411  C175 1.134
190 H -1.286 1.451 -6.615  C175 1.084
191 H -0.102 0.755 -5.438  C175 1.115
192 H 4.674 1.175 -4.480  C176 1.102
193 H 4.041 2.801 -4.747  C176 1.101
194 H 4.581 1.897 -6.203  C176 1.089
195 H 2.221 4.024 -6.346  O173 0.968
196 C -1.134 -4.536 -2.989  C197 1.549, H207 1.102, H208 1.115, H209 1.106
197 C -1.334 -3.639 -4.237  C196 1.549, C198 1.565, N202 1.517, C206 1.549
198 C -0.645 -4.254 -5.501  C197 1.565, C199 1.528, H210 1.102, H211 1.109
199 C -1.130 -3.542 -6.762  C198 1.528, C200 1.498, H212 1.084, H213 1.063
200 C -2.618 -3.600 -6.928  C199 1.498, C201 1.542, H214 1.106, H215 1.101
201 C -3.431 -3.073 -5.729  C200 1.542, N202 1.497, C204 1.530, C205 1.529
202 N -2.819 -3.730 -4.531  C197 1.517, C201 1.497, O203 1.484
203 O -3.548 -3.189 -3.357  N202 1.484, H225 0.958
204 C -3.242 -1.555 -5.737  C201 1.530, H216 1.092, H217 1.130, H218 1.123
205 C -4.900 -3.466 -5.893  C201 1.529, H219 1.122, H220 1.075, H221 1.061
206 C -0.832 -2.231 -3.831  C197 1.549, H222 1.083, H223 1.105, H224 1.094
207 H -1.345 -5.613 -3.084  C196 1.102
208 H -1.923 -4.121 -2.319  C196 1.115
209 H -0.198 -4.409 -2.413  C196 1.106
210 H 0.419 -4.284 -5.219  C198 1.102
211 H -1.063 -5.281 -5.508  C198 1.109
212 H -0.615 -3.841 -7.668  C199 1.084
213 H -0.786 -2.547 -6.619  C199 1.063
214 H -3.002 -4.633 -7.019  C200 1.106
215 H -2.904 -3.139 -7.886  C200 1.101
216 H -2.226 -1.275 -6.024  C204 1.092
217 H -3.821 -1.082 -6.584  C204 1.130
218 H -3.469 -1.077 -4.746  C204 1.123
219 H -5.195 -3.154 -6.930  C205 1.122
220 H -4.938 -4.540 -5.905  C205 1.075
221 H -5.482 -2.972 -5.156  C205 1.061
222 H -1.411 -1.820 -3.013  C206 1.083
223 H -0.828 -1.549 -4.702  C206 1.105
224 H 0.203 -2.377 -3.509  C206 1.094
225 H -3.785 -3.981 -2.873  O203 0.958
226 C -0.046 3.150 -0.204  C227 1.484, H237 1.097, H238 1.097, H239 1.134
227 C -0.693 1.920 0.315  C226 1.484, C228 1.515, N232 1.460, C236 1.526
228 C -1.378 1.198 -0.826  C227 1.515, C229 1.511, H240 1.087, H241 1.088
229 C -0.380 0.569 -1.770  C228 1.511, C230 1.492, H242 1.111, H243 1.075
230 C 0.280 -0.489 -0.949  C229 1.492, C231 1.569, H244 1.143, H245 1.075
231 C 1.209 0.095 0.172  C230 1.569, N232 1.484, C234 1.498, C235 1.562
232 N 0.279 0.997 0.896  C227 1.460, C231 1.484, O233 1.408
233 O 1.096 1.739 1.770  N232 1.408, H255 1.008
234 C 1.658 -0.905 1.193  C231 1.498, H246 1.085, H247 1.095, H248 1.076
235 C 2.523 0.704 -0.413  C231 1.562, H249 1.143, H250 1.067, H251 1.078
236 C -1.802 2.146 1.339  C227 1.526, H252 1.078, H253 1.144, H254 1.059
237 H -0.693 3.837 -0.764  C226 1.097
238 H 0.764 2.866 -0.887  C226 1.097
239 H 0.246 3.718 0.733  C226 1.134
240 H -2.087 0.439 -0.504  C228 1.087
241 H -1.993 1.918 -1.362  C228 1.088
242 H 0.351 1.252 -2.253  C229 1.111
243 H -0.819 0.104 -2.634  C229 1.075
244 H 0.853 -1.262 -1.564  C230 1.143
245 H -0.524 -1.026 -0.480  C230 1.075
246 H 0.774 -1.477 1.459  C234 1.085
247 H 2.382 -1.627 0.802  C234 1.095
248 H 2.099 -0.367 2.014  C234 1.076
249 H 2.378 1.446 -1.270  C235 1.143
250 H 3.066 1.197 0.362  C235 1.067
251 H 3.142 -0.106 -0.760  C235 1.078
252 H -1.467 2.767 2.154  C236 1.078
253 H -2.113 1.133 1.772  C236 1.144
254 H -2.746 2.525 1.048  C236 1.059
255 H 0.829 1.372 2.670  O233 1.008
256 C -5.487 3.591 -1.902  C257 1.526, H267 1.088, H268 1.123, H269 1.062
257 C -5.415 2.855 -3.236  C256 1.526, C258 1.511, N262 1.521, C266 1.524
258 C -4.352 1.780 -3.208  C257 1.511, C259 1.538, H270 1.093, H271 1.078
259 C -4.611 0.511 -2.378  C258 1.538, C260 1.582, H272 1.086, H273 1.150
260 C -5.959 0.052 -3.070  C259 1.582, C261 1.468, H274 1.139, H275 1.104
261 C -7.120 0.944 -2.975  C260 1.468, N262 1.480, C264 1.530, C265 1.553
262 N -6.734 2.212 -3.635  C257 1.521, C261 1.480, O263 1.455
263 O -7.841 3.146 -3.500  N262 1.455, H285 0.955
264 C -8.208 0.234 -3.783  C261 1.530, H276 1.097, H277 1.132, H278 1.050
265 C -7.609 1.091 -1.508  C261 1.553, H279 1.043, H280 1.059, H281 1.057
266 C -5.148 3.839 -4.369  C257 1.524, H282 1.080, H283 1.062, H284 1.081
267 H -4.678 4.319 -1.867  C256 1.088
268 H -5.312 2.849 -1.077  C256 1.123
269 H -6.429 4.064 -1.774  C256 1.062
270 H -4.084 1.561 -4.244  C258 1.093
271 H -3.459 2.234 -2.809  C258 1.078
272 H -4.707 0.658 -1.307  C259 1.086
273 H -3.820 -0.279 -2.648  C259 1.150
274 H -6.205 -0.973 -2.640  C260 1.139
275 H -5.749 -0.110 -4.141  C260 1.104
276 H -8.530 -0.650 -3.219  C264 1.097
277 H -9.023 0.989 -4.004  C264 1.132
278 H -7.749 -0.017 -4.693  C264 1.050
279 H -8.551 1.536 -1.468  C265 1.043
280 H -7.687 0.121 -1.090  C265 1.059
281 H -7.006 1.653 -0.847  C265 1.057
282 H -5.900 4.609 -4.287  C266 1.080
283 H -5.104 3.334 -5.302  C266 1.062
284 H -4.182 4.298 -4.214  C266 1.081
285 H -7.900 3.502 -4.384  O263 0.955
286 C 3.687 -3.855 -5.257  C287 1.490, H297 1.078, H298 1.056, H299 1.072
287 C 4.302 -4.119 -3.926  C286 1.490, C288 1.512, N292 1.494, C296 1.607
288 C 4.939 -2.806 -3.528  C287 1.512, C289 1.552, H300 1.092, H301 1.116
289 C 5.443 -2.675 -2.066  C288 1.552, C290 1.509, H302 1.086, H303 1.121
290 C 4.353 -3.026 -1.083  C289 1.509, C291 1.532, H304 1.072, H305 1.086
291 C 3.683 -4.356 -1.446  C290 1.532, N292 1.479, C294 1.569, C295 1.535
292 N 3.273 -4.348 -2.867  C287 1.494, C291 1.479, O293 1.424
293 O 2.521 -5.509 -3.206  N292 1.424, H315 0.949
294 C 4.558 -5.570 -0.972  C291 1.569, H306 1.121, H307 1.118, H308 1.057
295 C 2.353 -4.405 -0.680  C291 1.535, H309 1.122, H310 1.100, H311 1.118
296 C 5.379 -5.288 -4.162  C287 1.607, H312 1.092, H313 1.051, H314 1.103
297 H 2.782 -3.292 -5.096  C286 1.078
298 H 3.319 -4.747 -5.686  C286 1.056
299 H 4.469 -3.429 -5.854  C286 1.072
300 H 5.680 -2.577 -4.296  C288 1.092
301 H 4.115 -2.055 -3.590  C288 1.116
302 H 5.834 -1.685 -1.853  C289 1.086
303 H 6.338 -3.348 -2.018  C289 1.121
304 H 3.594 -2.296 -0.886  C290 1.072
305 H 4.754 -3.187 -0.086  C290 1.086
306 H 4.648 -5.391 0.131  C294 1.121
307 H 3.947 -6.505 -0.980  C294 1.118
308 H 5.438 -5.705 -1.542  C294 1.057
309 H 1.622 -5.222 -0.922  C295 1.122
310 H 2.633 -4.530 0.376  C295 1.100
311 H 1.899 -3.401 -0.865  C295 1.118
312 H 4.881 -6.230 -4.403  C296 1.092
313 H 5.994 -5.461 -3.327  C296 1.051
314 H 5.981 -5.040 -5.052  C296 1.103
315 H 3.130 -6.232 -3.122  O293 0.949

The highest occupied orbital energy is -7.9 eV. The calculation puts the relative energy (zero: lowest compared OMol25 entry of this formula, charge and spin) at 0.0 kJ/mol. The orbital gap is 8.374 eV. The LUMO energy comes out at 0.44 eV. As for the charge: 0.